# C53H93ClF3N2O14S2

A cluster of 8 separate species, C53H93ClF3N2O14S2 in total (wB97M-V/def2-TZVPD, the OMol25 dataset).

LUMO = -4.13 eV
2S+1 = 1
HOMO = -0.3835 hartree
charge = +1

```
168
Properties=species:S:1:pos:R:3:mulliken_charge:R:1
C 2.837 4.791 -2.804 -0.79
C 1.819 3.535 -3.022 -0.34
C 2.523 2.117 -2.630 -0.91
C 1.534 1.219 -1.739 -0.61
C 2.229 0.469 -0.508 -1.25
N 2.175 -1.013 -0.367 0.15
C 1.460 -1.347 0.694 -0.58
C 1.421 -2.906 0.997 -1.39
O 1.951 -3.741 -0.067 -0.39
C 3.266 -4.184 0.220 0.77
F 3.322 -5.149 1.247 -0.24
F 3.730 -4.831 -0.953 -0.26
F 4.173 -3.103 0.451 -0.12
C 0.818 -0.079 1.502 2.51
C 0.770 -0.381 3.072 -0.83
C -0.588 -0.130 3.842 -0.90
C -0.738 1.364 4.481 -0.47
C -2.251 1.901 4.420 -0.62
O -2.857 1.773 3.101 -0.14
C -3.388 2.993 2.621 0.11
O -3.599 3.060 1.379 -0.50
C -0.628 0.015 0.781 -0.35
C -1.475 -1.347 0.767 -0.26
C -1.481 -2.135 -0.631 -0.42
C -2.905 -2.905 -0.806 -0.96
S -4.314 -1.758 -1.152 1.14
O -3.782 -0.373 -1.423 -0.51
O -5.063 -2.265 -2.346 -0.61
Cl -5.554 -1.806 0.549 -0.21
C 1.968 0.981 1.019 1.54
C 3.460 0.800 1.613 -0.60
C 3.972 -0.356 2.483 -0.16
C 5.407 -0.370 2.968 -0.70
N 6.482 0.523 2.737 -0.13
C 5.986 1.548 1.891 -0.77
C 4.605 1.796 1.320 -0.21
S 1.635 2.805 1.263 1.56
C -0.167 3.255 1.311 -0.60
O 2.212 3.332 2.573 -0.77
O 2.197 3.660 0.128 -0.59
H 3.892 4.403 -2.618 0.30
H 2.777 5.551 -3.656 0.27
H 2.512 5.364 -1.856 0.04
H 1.388 3.531 -4.078 0.55
H 0.969 3.719 -2.262 0.07
H 2.818 1.606 -3.607 0.41
H 3.456 2.373 -2.023 0.27
H 0.649 1.825 -1.315 0.07
H 1.062 0.410 -2.414 0.49
H 3.350 0.630 -0.749 1.02
H 2.709 -1.560 -1.053 0.47
H 2.106 -3.077 1.915 0.52
H 0.407 -3.329 1.286 0.44
H 1.130 -1.459 3.285 0.42
H 1.576 0.288 3.563 0.38
H -0.581 -0.823 4.769 0.53
H -1.554 -0.373 3.295 0.11
H 0.015 2.104 4.023 0.31
H -0.469 1.309 5.601 0.45
H -2.901 1.270 5.139 0.27
H -2.368 2.985 4.754 0.35
H -3.691 3.892 3.251 0.31
H -0.595 0.404 -0.288 0.49
H -1.273 0.775 1.367 -0.46
H -2.574 -1.044 0.959 0.04
H -1.184 -1.984 1.675 0.44
H -1.408 -1.360 -1.484 0.30
H -0.689 -2.947 -0.735 0.22
H -2.782 -3.559 -1.751 0.40
H -3.101 -3.646 0.049 0.39
H 3.276 -1.215 2.769 -0.05
H 5.695 -1.260 3.644 0.25
H 6.792 2.321 1.600 0.30
H 4.441 2.709 0.652 0.28
H -0.770 2.719 2.110 -0.46
H -0.606 2.940 0.288 0.31
H -0.215 4.393 1.352 0.66
C 2.802 10.206 -1.130 -0.58
C 2.428 9.681 0.238 -0.56
C 1.624 8.443 -0.108 -0.35
O 2.150 7.938 -1.343 -0.30
C 3.024 8.925 -1.909 -0.43
H 3.676 10.859 -1.127 0.33
H 1.960 10.762 -1.557 0.26
H 3.333 9.398 0.786 0.27
H 1.870 10.395 0.846 0.35
H 0.568 8.686 -0.268 0.27
H 1.691 7.671 0.662 0.19
H 4.053 8.566 -1.797 0.27
H 2.809 9.038 -2.974 0.29
C -5.013 -4.247 -7.007 -0.25
C -5.754 -3.618 -5.847 -0.68
C -5.185 -4.374 -4.662 0.23
O -3.839 -4.734 -5.007 -0.42
C -3.642 -4.495 -6.408 -0.39
H -4.980 -3.620 -7.899 0.38
H -5.481 -5.199 -7.275 0.11
H -5.494 -2.557 -5.772 0.26
H -6.840 -3.699 -5.922 0.38
H -5.742 -5.299 -4.477 0.28
H -5.183 -3.779 -3.747 -0.20
H -2.999 -3.613 -6.511 0.26
H -3.135 -5.350 -6.860 0.17
C -6.491 4.394 6.900 -0.61
C -7.522 3.965 5.879 -0.57
C -6.690 3.850 4.617 -0.34
O -5.365 3.477 5.027 -0.21
C -5.264 3.625 6.451 -0.48
H -6.776 4.177 7.930 0.35
H -6.310 5.470 6.814 0.27
H -7.926 2.984 6.150 0.26
H -8.356 4.661 5.777 0.35
H -6.622 4.811 4.097 0.30
H -7.083 3.105 3.922 0.17
H -5.242 2.622 6.891 0.29
H -4.332 4.137 6.703 0.28
C 11.049 -0.998 4.783 -0.62
C 9.752 -0.762 4.041 -0.03
C 9.082 0.288 4.904 -0.14
O 10.129 1.062 5.505 -0.46
C 11.379 0.392 5.291 -0.53
H 11.840 -1.423 4.163 0.33
H 10.876 -1.673 5.628 0.31
H 9.963 -0.351 3.048 0.15
H 9.147 -1.661 3.916 0.15
H 8.500 -0.173 5.710 0.28
H 8.425 0.943 4.331 0.00
H 11.942 0.964 4.546 0.27
H 11.951 0.375 6.222 0.32
C -8.692 -0.316 0.702 -0.13
C -10.036 -0.629 0.082 -0.66
C -10.956 -0.578 1.286 -0.46
O -10.392 0.373 2.200 -0.42
C -9.064 0.696 1.768 -0.32
H -7.958 0.067 -0.010 0.40
H -8.279 -1.216 1.169 0.04
H -10.308 0.156 -0.630 0.27
H -10.067 -1.588 -0.438 0.34
H -11.000 -1.547 1.795 0.25
H -11.973 -0.277 1.024 0.31
H -9.083 1.713 1.360 0.23
H -8.384 0.676 2.623 0.15
C -4.650 -8.290 -10.100 -0.63
C -4.600 -7.506 -11.392 -0.52
C -4.613 -6.075 -10.894 -0.46
O -3.963 -6.075 -9.615 -0.34
C -3.805 -7.432 -9.179 -0.30
H -4.278 -9.311 -10.190 0.35
H -5.680 -8.332 -9.730 0.28
H -3.660 -7.712 -11.915 0.26
H -5.424 -7.728 -12.073 0.33
H -5.636 -5.712 -10.750 0.26
H -4.093 -5.391 -11.569 0.27
H -2.743 -7.688 -9.261 0.25
H -4.104 -7.519 -8.131 0.25
C 8.990 -4.508 0.866 -0.67
C 7.693 -4.265 0.127 -0.58
C 7.023 -3.223 1.000 0.00
O 8.069 -2.455 1.607 -0.31
C 9.320 -3.123 1.385 -0.39
H 9.780 -4.928 0.241 0.38
H 8.818 -5.191 1.704 0.28
H 7.902 -3.845 -0.863 0.31
H 7.087 -5.164 -0.006 0.31
H 6.442 -3.690 1.803 0.16
H 6.365 -2.562 0.433 0.00
H 9.882 -2.545 0.644 0.25
H 9.893 -3.148 2.315 0.24
```


# H38O19

A cluster of 19 separate species, H38O19 in total (wB97M-V/def2-TZVPD, the OMol25 dataset).

LUMO = -0.43 eV
2S+1 = 1
HOMO = -0.3879 hartree
ΔE to the lowest compared entry with this formula, charge and spin = 386.0 kJ/mol

```
57
Properties=species:S:1:pos:R:3:mulliken_charge:R:1
O -3.559 -3.223 0.125 -0.67
H -2.622 -3.385 0.258 0.29
H -4.032 -2.625 0.703 0.33
O -2.725 -1.620 -2.554 -0.64
H -2.860 -1.850 -1.614 0.32
H -2.548 -2.556 -2.756 0.32
O 1.221 0.762 3.488 -0.68
H 0.526 0.083 3.605 0.31
H 0.650 1.499 3.760 0.35
O 3.869 0.854 -1.950 -0.59
H 4.365 0.206 -1.438 0.31
H 4.507 1.526 -2.213 0.30
O -0.335 3.515 0.116 -0.60
H -0.493 3.788 -0.800 0.26
H 0.483 3.009 -0.053 0.36
O -3.188 -0.841 2.310 -0.61
H -2.913 -0.175 1.723 0.31
H -2.550 -1.543 2.390 0.23
O 3.047 2.168 1.677 -0.67
H 2.354 2.134 2.341 0.32
H 2.647 2.593 0.887 0.39
O -1.795 3.749 -2.966 -0.63
H -2.616 3.411 -2.576 0.41
H -1.138 3.272 -2.451 0.21
O -0.483 0.450 -1.572 -0.54
H 0.242 -0.165 -1.407 0.24
H -0.893 0.091 -2.373 0.28
O 2.354 3.029 -0.603 -0.62
H 2.345 2.366 -1.299 0.26
H 2.389 3.890 -1.037 0.27
O 0.235 -4.271 -2.345 -0.61
H 1.134 -4.074 -2.639 0.31
H 0.170 -3.502 -1.757 0.27
O -1.396 -0.978 0.520 0.25
H -1.150 -0.421 -0.270 0.11
H -0.628 -0.672 1.020 0.08
O 0.909 0.248 -3.582 -0.50
H 1.616 0.787 -3.213 0.27
H 1.176 -0.018 -4.468 0.23
O 4.750 -0.769 0.824 -0.68
H 4.250 -1.566 0.664 0.32
H 4.142 -0.064 1.070 0.37
O 0.339 -2.056 3.360 -0.61
H 0.997 -2.081 4.072 0.29
H -0.379 -2.522 3.790 0.31
O -0.564 -4.168 1.053 -0.58
H 0.380 -4.355 0.973 0.30
H -0.597 -3.755 1.923 0.24
O -3.902 1.922 -1.583 -0.67
H -4.569 1.367 -1.160 0.31
H -3.147 1.830 -0.989 0.29
O 1.430 -0.082 0.809 -0.35
H 1.207 -0.038 1.750 0.32
H 2.210 0.428 0.610 -0.04
O -1.661 1.222 2.241 -0.61
H -0.991 1.910 2.142 0.28
H -2.210 1.267 1.465 0.27
```


Please write out number 2 again, unchanged.
# H38O19

A cluster of 19 separate species, H38O19 in total (wB97M-V/def2-TZVPD, the OMol25 dataset).

LUMO = -0.43 eV
2S+1 = 1
HOMO = -0.3879 hartree
ΔE to the lowest compared entry with this formula, charge and spin = 386.0 kJ/mol

```
57
Properties=species:S:1:pos:R:3:mulliken_charge:R:1
O -3.559 -3.223 0.125 -0.67
H -2.622 -3.385 0.258 0.29
H -4.032 -2.625 0.703 0.33
O -2.725 -1.620 -2.554 -0.64
H -2.860 -1.850 -1.614 0.32
H -2.548 -2.556 -2.756 0.32
O 1.221 0.762 3.488 -0.68
H 0.526 0.083 3.605 0.31
H 0.650 1.499 3.760 0.35
O 3.869 0.854 -1.950 -0.59
H 4.365 0.206 -1.438 0.31
H 4.507 1.526 -2.213 0.30
O -0.335 3.515 0.116 -0.60
H -0.493 3.788 -0.800 0.26
H 0.483 3.009 -0.053 0.36
O -3.188 -0.841 2.310 -0.61
H -2.913 -0.175 1.723 0.31
H -2.550 -1.543 2.390 0.23
O 3.047 2.168 1.677 -0.67
H 2.354 2.134 2.341 0.32
H 2.647 2.593 0.887 0.39
O -1.795 3.749 -2.966 -0.63
H -2.616 3.411 -2.576 0.41
H -1.138 3.272 -2.451 0.21
O -0.483 0.450 -1.572 -0.54
H 0.242 -0.165 -1.407 0.24
H -0.893 0.091 -2.373 0.28
O 2.354 3.029 -0.603 -0.62
H 2.345 2.366 -1.299 0.26
H 2.389 3.890 -1.037 0.27
O 0.235 -4.271 -2.345 -0.61
H 1.134 -4.074 -2.639 0.31
H 0.170 -3.502 -1.757 0.27
O -1.396 -0.978 0.520 0.25
H -1.150 -0.421 -0.270 0.11
H -0.628 -0.672 1.020 0.08
O 0.909 0.248 -3.582 -0.50
H 1.616 0.787 -3.213 0.27
H 1.176 -0.018 -4.468 0.23
O 4.750 -0.769 0.824 -0.68
H 4.250 -1.566 0.664 0.32
H 4.142 -0.064 1.070 0.37
O 0.339 -2.056 3.360 -0.61
H 0.997 -2.081 4.072 0.29
H -0.379 -2.522 3.790 0.31
O -0.564 -4.168 1.053 -0.58
H 0.380 -4.355 0.973 0.30
H -0.597 -3.755 1.923 0.24
O -3.902 1.922 -1.583 -0.67
H -4.569 1.367 -1.160 0.31
H -3.147 1.830 -0.989 0.29
O 1.430 -0.082 0.809 -0.35
H 1.207 -0.038 1.750 0.32
H 2.210 0.428 0.610 -0.04
O -1.661 1.222 2.241 -0.61
H -0.991 1.910 2.142 0.28
H -2.210 1.267 1.465 0.27
```